23
Properties=species:S:1:pos:R:3:lowdin_charge:R:1 method="wB97M-V/def2-TZVPD" relative_energy_kj_mol=163.1 gap_ev=7.32 total_charge=-1 largest_force_ha_per_bohr=0.0797 spin_multiplicity=1 e_tot_ev=-15654.6103
C 2.739 2.873 0.420 -0.0088
C 1.591 3.852 0.699 -0.5679
O 2.007 5.029 0.740 -0.0149
O 0.340 3.396 0.652 -0.0103
H 3.058 2.868 -0.570 0.0537
H 2.443 1.897 0.539 0.0289
H 3.538 3.246 1.057 0.0816
C -2.094 -3.323 -1.479 -0.1096
C -0.168 -0.082 0.792 -0.5152
C -0.206 -0.057 -0.626 -0.0215
C -0.660 -1.255 1.377 -0.0433
C -0.713 -1.202 -1.291 -0.0831
C -1.159 -2.428 0.682 -0.0862
C -1.210 -2.395 -0.697 -0.3621
O 0.220 0.839 1.549 -0.1065
H 0.147 2.346 1.143 0.1671
H 0.201 0.729 -1.208 0.0819
H -0.825 -1.399 2.476 0.0989
H -0.639 -1.077 -2.398 0.0970
H -1.755 -3.102 1.344 0.1032
H -3.203 -3.208 -1.236 0.0885
H -1.753 -4.367 -1.382 0.0573
H -1.899 -3.180 -2.584 0.0713



10
Properties=species:S:1:pos:R:3:lowdin_charge:R:1 method="wB97M-V/def2-TZVPD" relative_energy_kj_mol=219.8 gap_ev="6.87 / 7.50" largest_force_ha_per_bohr=0.0326 spin_multiplicity=3 e_tot_ev=-18563.1491
C 0.391 -0.125 0.555 -0.1622
C 1.096 -0.912 -0.226 -0.0832
C -1.208 1.681 0.539 -0.4344
C 1.732 -1.755 -0.964 0.0090
N -0.314 0.978 0.124 0.0516
O -3.630 2.060 0.098 -0.5052
S -2.478 2.655 0.823 0.8809
H 0.386 -0.319 1.627 0.1231
H 2.768 -1.617 -1.228 0.0587
H 1.256 -2.645 -1.347 0.0616